[1]
Entry from OMol25: a structure of composition C13H25Ag2CuN3O12 (ωB97M-V with the def2-TZVPD basis set).

Results
**Kohn-Sham gap (spin up / spin down)**: 0.23575 / 0.12032 Eh
**Highest occupied orbital energy (spin up / spin down)**: -17.44 / -17.44 eV
**Charge**: +3
**2S+1**: 3
**E**: -3510.32197 Eh
**Molecular weight**: 694.63 g/mol

Each line ends with the Löwdin spin population.
Element x y z (Å)
Ag -3.26137 4.37892 -0.15993  0.020
Ag -3.32567 0.77870 0.25672  0.013
Cu -1.44067 -0.96383 2.60828  0.000
O -1.46409 -0.44276 0.21950  0.011
C -0.69783 0.30703 -0.70322  0.005
C -0.84464 1.86284 -0.81130  0.102
O -2.12692 2.44212 -0.82874  0.746
H -1.09854 -0.05653 -1.65905  0.005
H 0.38540 0.15378 -0.67367  -0.001
H -0.37351 2.13983 -1.76364  0.035
H -0.28694 2.46860 -0.08212  0.053
C 2.53345 1.76385 0.71883  0.002
N 3.71071 2.37156 1.34524  0.000
O 4.79762 1.96393 1.04062  0.001
O 3.44939 3.23192 2.16457  0.000
H 2.15441 1.04222 1.44636  0.000
H 2.82961 1.17828 -0.14730  0.000
H 1.80403 2.55831 0.60163  0.002
C -0.89615 -3.75134 -3.34774  0.021
N -0.79754 -5.10115 -2.69043  0.025
O -1.26239 -6.10898 -3.25678  0.841
O -0.21208 -5.30412 -1.66418  0.101
H -0.51008 -3.93117 -4.35548  0.001
H -0.32010 -2.93063 -2.93006  0.009
H -1.97593 -3.59970 -3.35787  -0.001
C -1.35691 0.56352 -5.89752  0.000
N -1.10099 -0.88985 -5.81988  0.000
O -1.93266 -1.59846 -5.25867  0.000
O -0.14456 -1.32187 -6.41887  0.000
H -0.36615 1.00451 -5.97908  0.000
H -1.88999 0.87096 -5.00412  0.000
H -1.95560 0.74694 -6.78700  0.000
O -1.55700 4.33284 1.41640  0.006
C -1.18978 4.41634 2.57936  0.000
O -2.04618 5.00733 3.44702  0.000
C -1.54039 4.88387 4.77443  0.000
C -0.05023 4.71635 4.55093  0.000
C 0.04465 3.94489 3.25332  0.000
H -1.87365 3.94914 5.23655  0.000
H -1.82541 5.73923 5.37974  0.000
H 0.27052 4.18790 5.45002  0.000
H 0.49356 5.65944 4.49525  0.000
H -0.05729 2.87917 3.49124  0.000
H 0.89911 4.02850 2.58361  0.000
O -0.61463 -3.57031 2.66781  0.000
C 0.42325 -3.79451 2.08252  0.000
O 1.22153 -2.80289 1.69543  0.000
C 1.98595 -3.08295 0.51202  0.000
C 2.03625 -4.61484 0.55015  0.001
C 0.87244 -5.09165 1.42339  0.001
H 2.92825 -2.55892 0.63808  0.000
H 1.40163 -2.75986 -0.35451  0.000
H 2.98343 -4.93599 0.98483  0.000
H 2.01024 -5.09211 -0.42892  0.000
H 1.11185 -5.96046 2.02643  0.000
H 0.04856 -5.30798 0.73981  0.000

[2]
Entry from OMol25: a structure of composition C43H37N6O3PSW (ωB97M-V with the def2-TZVPD basis set).

Results
**Kohn-Sham gap**: 0.22413 Eh
**Highest occupied orbital energy**: -5.99 eV
**Charge**: 0
**E**: -3021.74287 Eh
**Molecular weight**: 932.69 g/mol

Each line ends with the Löwdin charge.
Element x y z (Å)
W 0.37533 0.92945 0.19701  1.438
O 2.26380 1.07608 -0.72590  -0.276
C 3.42468 1.04514 -0.11034  -0.344
C 4.49750 1.76567 -0.66402  -0.007
C 5.75397 1.73243 -0.10143  -0.083
C 6.00424 0.96381 1.03819  -0.102
C 4.97060 0.24490 1.59285  -0.047
C 3.67371 0.27726 1.05695  -0.152
C 2.67139 -0.53220 1.71033  -0.062
N 1.40997 -0.49719 1.47093  -0.108
N 0.64663 -1.45273 2.13063  0.105
C -0.56438 -1.42874 1.67350  -0.434
O -0.97363 -0.64103 0.71834  -0.253
C -1.57895 -2.33743 2.26150  -0.141
C -2.84211 -2.42450 1.68261  -0.036
C -3.80702 -3.25985 2.22557  -0.085
C -3.51803 -4.01395 3.35380  -0.092
C -2.25843 -3.93017 3.93420  -0.080
C -1.29264 -3.09818 3.39229  -0.026
H 4.29134 2.36023 -1.54641  0.116
H 6.55641 2.30728 -0.54757  0.101
H 6.99352 0.93648 1.47420  0.095
H 5.14613 -0.36008 2.47578  0.110
H 3.00900 -1.25368 2.45228  0.132
H -3.05477 -1.83320 0.80029  0.100
H -4.78684 -3.32282 1.76894  0.099
H -4.27006 -4.66455 3.78119  0.100
H -2.03198 -4.51630 4.81561  0.102
H -0.30924 -3.02259 3.83508  0.108
C -4.22797 3.01657 1.73001  -0.086
C -3.26933 2.18207 2.56776  -0.257
N -2.33629 1.41383 1.75952  -0.058
C -1.19282 1.86427 1.25334  -0.607
S -0.74264 3.51935 1.50736  0.989
N -3.09971 0.74920 -1.72106  0.051
N -1.90782 0.14387 -1.80599  0.027
C -1.79571 -1.05872 -2.21399  -0.262
C -2.97550 -1.87838 -2.65461  -0.006
C -0.42021 -1.63053 -2.21154  -0.188
C -0.14202 -2.74293 -3.00037  -0.009
C 1.13021 -3.28870 -3.01030  -0.051
C 2.09831 -2.71404 -2.21434  -0.034
C 1.75160 -1.60571 -1.45880  -0.103
N 0.53433 -1.06231 -1.44422  0.078
H -4.88516 3.60704 2.37101  0.076
H -4.84693 2.37545 1.10106  0.067
H -3.67974 3.69853 1.07845  0.050
H -3.82498 1.47996 3.19124  0.117
H -2.69598 2.81993 3.24454  0.094
H -2.50342 0.43001 1.60564  0.099
H -3.71228 -1.25821 -3.17095  0.078
H -3.46748 -2.35020 -1.79922  0.091
H -2.71177 -2.66546 -3.35194  0.064
H -0.90258 -3.18248 -3.62429  0.098
H 1.34843 -4.14899 -3.62947  0.111
H 3.10646 -3.10048 -2.16573  0.110
H 2.48656 -1.12685 -0.83418  0.089
O 1.50056 2.13564 1.44166  -0.222
C 0.80939 2.96174 0.69292  -0.831
C 1.36809 3.88739 -0.33689  -0.247
C 2.37578 4.81616 -0.11942  -0.013
C 2.79478 5.62362 -1.16787  -0.073
C 2.21226 5.50955 -2.42583  -0.079
C 1.21283 4.57171 -2.64892  -0.068
C 0.79525 3.75898 -1.60348  -0.295
P -0.32388 2.31567 -1.68502  1.029
C -0.06831 1.72752 -3.40434  -0.326
C -1.04034 1.83471 -4.39574  -0.085
C -0.81834 1.30964 -5.66157  -0.085
C 0.38337 0.67832 -5.95350  -0.091
C 1.36490 0.58813 -4.97609  -0.075
C 1.14288 1.10955 -3.70969  -0.088
C -2.02869 2.97767 -1.73627  -0.274
C -2.23770 4.35719 -1.72213  -0.082
C -3.50571 4.91422 -1.72578  -0.085
C -4.61299 4.07906 -1.74903  -0.091
C -4.43860 2.70847 -1.74681  -0.053
C -3.16170 2.14835 -1.72842  -0.249
H 2.83640 4.89081 0.85796  0.125
H 3.58773 6.34333 -1.00760  0.103
H 2.55332 6.13876 -3.23796  0.101
H 0.78755 4.45083 -3.63869  0.112
H -1.98282 2.32686 -4.18591  0.101
H -1.58486 1.39880 -6.42139  0.100
H 0.55660 0.26649 -6.93966  0.099
H 2.30992 0.10667 -5.19587  0.104
H 1.90468 1.03250 -2.94260  0.090
H -1.37493 5.01022 -1.70412  0.101
H -3.62354 5.98926 -1.71503  0.104
H -5.61375 4.49101 -1.75944  0.106
H -5.30186 2.05164 -1.74746  0.113
H -3.92062 0.26796 -2.06344  0.120

[3]
Entry from OMol25: the molecule C2H5N3O (ωB97M-V with the def2-TZVPD basis set).

Results
**Kohn-Sham gap**: 0.35114 Eh
**Highest occupied orbital energy**: -8.89 eV
**Charge**: 0
**SMILES**: C=NN/C=N\O
**E**: -318.48572 Eh
**Molecular weight**: 87.08 g/mol

Each line ends with the natural charge from an NBO analysis.
Element x y z (Å)
C -1.60078 -0.07933 -1.60424  -0.228
N -0.99592 0.27748 -0.36984  -0.200
N -0.23518 -0.69362 0.18964  -0.452
C 1.19183 -0.36874 0.73537  0.191
N 1.49148 0.57392 1.40685  -0.170
O 0.63630 1.52051 1.60055  -0.503
H -1.28012 -1.25138 -1.77815  0.160
H -2.36426 0.61142 -2.19816  0.238
H 0.27007 -1.32132 -0.72705  0.295
H 1.94275 -1.20723 0.39388  0.195
H 0.94383 1.93828 2.35115  0.474

[4]
Entry from OMol25: a cluster of 3 separate species, C10H14N2O3S in total (ωB97M-V with the def2-TZVPD basis set).

Results
**Kohn-Sham gap**: 0.30391 Eh
**Highest occupied orbital energy**: -8.23 eV
**Charge**: 0
**E**: -1122.76364 Eh
**Molecular weight**: 242.30 g/mol

Each line ends with the natural charge from an NBO analysis.
Element x y z (Å)
C 0.77212 1.33168 0.57755  -0.518
C 0.55944 2.56624 0.10409  0.108
O 1.23882 3.18262 -0.92376  -0.702
S 1.78866 2.28138 -2.21565  1.776
O 2.90239 1.50806 -1.75637  -0.896
O 0.58543 1.18325 -2.40593  -0.924
H 1.73221 0.84759 0.66363  0.233
H -0.09204 0.74651 0.86273  0.223
H -0.18897 3.20307 0.55820  0.196
H -0.20725 1.40712 -1.89587  0.510
N 0.57418 0.61999 4.08863  -0.509
C -0.54169 0.99692 4.78453  -0.084
C -0.75413 0.07088 5.77014  -0.294
C 0.27721 -0.90147 5.66655  -0.308
C 1.08111 -0.53352 4.62136  -0.078
H 0.96078 1.11450 3.30573  0.413
H -1.08623 1.88690 4.52001  0.208
H -1.55791 0.08803 6.48649  0.220
H 0.41264 -1.76996 6.28849  0.222
H 1.96544 -0.99144 4.21304  0.210
N -0.60179 -1.24388 -3.49985  -0.511
C -0.81959 -0.82749 -4.78346  -0.082
C -1.35579 -1.87710 -5.48125  -0.297
C -1.46865 -2.97013 -4.58010  -0.310
C -0.99693 -2.54627 -3.36624  -0.079
H -0.21016 -0.67334 -2.77026  0.418
H -0.57395 0.17487 -5.08898  0.209
H -1.63570 -1.86375 -6.52108  0.218
H -1.85137 -3.95273 -4.79866  0.220
H -0.90826 -3.05854 -2.42370  0.208

[5]
Entry from OMol25: a cluster of 7 separate species, C30H60ClN10O2 in total (ωB97M-V with the def2-TZVPD basis set).

Results
**Kohn-Sham gap**: 0.18103 Eh
**Highest occupied orbital energy**: -13.93 eV
**Charge**: +5
**E**: -2335.50839 Eh
**Molecular weight**: 628.33 g/mol

Each line ends with the Löwdin charge.
Element x y z (Å)
C -17.12711 3.33495 17.09251  0.037
C -17.20672 4.73113 17.82620  -0.266
O -17.05370 5.84679 17.31413  0.138
N -17.55096 4.68566 19.38337  0.074
H -17.76189 5.61133 19.72794  0.154
H -18.43959 4.20754 19.42644  0.168
C -16.34778 4.28568 20.33720  0.089
H -17.17710 3.49999 16.01623  0.100
H -17.89660 2.63304 17.41394  0.095
H -16.15977 2.86556 17.27145  0.091
H -16.84426 4.27139 21.30747  0.106
H -15.67549 5.14158 20.39669  0.113
H -16.16764 3.35001 19.80789  0.098
C -10.46377 12.74399 15.09258  0.040
C -11.26473 11.67228 14.37951  -0.358
O -12.22266 11.95631 13.63218  0.167
N -10.95172 10.25877 14.68700  0.076
H -11.34085 9.75919 13.90018  0.186
H -9.96218 10.13168 14.52968  0.187
C -11.40934 9.76792 15.99955  0.032
H -10.05531 12.53237 16.08074  0.092
H -11.11115 13.61287 14.97401  0.116
H -9.64803 12.87411 14.38143  0.111
H -10.80921 10.25513 16.76803  0.104
H -11.09934 8.73096 16.12874  0.118
H -12.44759 10.04394 16.18381  0.129
C -6.55195 12.12415 23.21971  -0.065
C -7.29847 12.01213 21.91787  -0.162
N -6.23908 12.08499 20.98733  -0.095
C -5.84732 11.06584 20.22916  -0.055
C -5.01657 11.43740 19.27450  -0.003
N -4.96993 12.80133 19.38838  -0.076
C -5.75562 13.21708 20.47030  0.064
C -4.15768 13.74143 18.58414  0.033
H -5.62740 11.56227 23.35242  0.100
H -7.27602 11.84733 23.98601  0.086
H -6.31006 13.13336 23.55299  0.090
H -8.02900 12.78288 21.67220  0.145
H -7.73051 11.01153 21.93367  0.137
H -6.26744 10.08060 20.36772  0.153
H -4.53199 10.86667 18.49614  0.149
H -6.04839 14.23658 20.67353  0.180
H -3.27544 13.18788 18.26267  0.107
H -3.85521 14.56603 19.22961  0.107
H -4.75195 14.12091 17.75291  0.104
C -10.90489 6.11958 32.93596  -0.052
C -12.08906 5.58852 32.08387  -0.106
N -11.91148 5.79717 30.58789  -0.049
C -10.81353 5.50191 29.87282  -0.006
C -11.00108 6.11978 28.63749  0.001
N -12.25095 6.73148 28.55986  -0.087
C -12.74226 6.54545 29.84493  0.010
C -12.83690 7.64278 27.59815  0.023
H -11.22452 6.27990 33.96564  0.089
H -10.40381 7.01276 32.56282  0.087
H -10.16420 5.35160 33.15885  0.077
H -12.97907 6.18289 32.29056  0.116
H -12.47829 4.59438 32.30364  0.133
H -10.00748 4.92966 30.30781  0.147
H -10.32323 6.18516 27.79925  0.131
H -13.68376 7.02044 30.07807  0.164
H -12.95460 7.00493 26.72213  0.109
H -12.10431 8.37840 27.26609  0.107
H -13.68971 8.04956 28.14159  0.107
C -7.51694 -0.41116 16.53230  -0.076
C -7.45550 1.07569 16.17175  -0.169
N -8.18640 1.43320 14.99534  -0.067
C -9.53646 1.13111 14.76234  0.040
C -9.92726 1.79585 13.56936  0.059
N -8.70819 2.23756 13.02324  -0.124
C -7.66503 2.02094 13.86846  0.051
C -8.53661 2.74173 11.74198  -0.029
H -8.43222 -0.81515 16.96491  0.075
H -6.91701 -0.59869 17.42281  0.087
H -7.32657 -1.14830 15.75226  0.092
H -6.39027 1.30651 16.16100  0.139
H -8.11467 1.49573 16.93147  0.136
H -10.07982 0.68327 15.58125  0.136
H -10.89079 1.83017 13.08271  0.137
H -6.62057 2.19294 13.65413  0.173
H -8.53143 3.82513 11.62230  0.108
H -9.31171 2.42304 11.04502  0.118
H -7.54759 2.45862 11.38173  0.115
C -7.37783 0.37334 25.08774  -0.050
C -5.88115 0.01683 25.33786  -0.176
N -4.86390 0.55004 24.47465  -0.030
C -3.58604 0.00349 24.25020  0.013
C -2.86077 0.76722 23.38071  0.006
N -3.57630 1.92451 23.24138  -0.090
C -4.84381 1.75968 23.79937  0.058
C -3.22831 3.12587 22.46783  0.013
H -7.95824 0.15188 25.98339  0.086
H -7.80794 -0.17721 24.25108  0.084
H -7.46945 1.45291 24.96838  0.065
H -5.82941 -1.07100 25.29254  0.132
H -5.75241 0.20290 26.40411  0.133
H -3.30239 -0.87334 24.81332  0.144
H -1.88915 0.65142 22.92359  0.148
H -5.70220 2.41502 23.80918  0.158
H -3.15247 4.03423 23.06553  0.106
H -3.91404 3.23504 21.62763  0.101
H -2.27539 2.98079 21.95893  0.101
Cl -9.90400 5.23066 21.20390  -0.999